# C6H4BrF2I

A 2-piece molecular cluster, C6H4BrF2I overall in a non-equilibrium geometry (ωB97M-V with the def2-TZVPD basis set, OMol25).

The geometry in XYZ format:
```
14
Properties=species:S:1:pos:R:3:mulliken_spin:R:1
C 1.995 -0.725 2.583 0.001
C 0.861 -0.930 2.274 0.004
C 0.210 0.963 -1.092 0.073
C -1.192 0.980 -1.032 0.473
C -2.122 0.192 -0.482 0.699
C 0.940 -0.133 -1.163 0.500
F -1.866 -0.829 0.404 0.055
F 2.222 -0.012 -0.936 0.047
Br -1.910 2.207 -2.241 0.090
I 0.457 -2.175 -1.565 0.027
H 2.983 -0.828 2.926 0.001
H -0.136 -0.864 1.963 -0.002
H 0.796 1.804 -1.076 0.019
H -3.238 0.349 -0.564 0.013
```

Its expectation value of S² is 2.015. Its charge is 0. Its spin multiplicity is 3. The HOMO-LUMO gap (spin up / spin down) comes out at 6.0 / 6.6 eV. Its HOMO energy (spin up / spin down) is -0.216 / -0.352 hartree.

***

# C6H4BrF2NO

A 2-piece molecular cluster, C6H4BrF2NO overall in a non-equilibrium geometry (ωB97M-V with the def2-TZVPD basis set, OMol25).

The geometry in XYZ format:
```
15
Properties=species:S:1:pos:R:3:nbo_charge:R:1
C 2.023 0.240 -1.364 -0.312
C 1.320 -0.620 -0.663 0.162
C 2.759 1.186 -0.559 -0.034
C 1.629 0.339 1.185 0.001
C 0.712 -0.835 0.523 0.371
C -3.506 -0.671 0.096 0.575
N 2.401 1.214 0.672 -0.354
O -0.056 -1.501 1.186 -0.562
F -4.471 -0.868 1.005 -0.321
F -3.827 -1.318 -0.993 -0.305
Br -3.372 1.296 -0.322 -0.106
H 2.210 0.034 -2.339 0.266
H -2.597 -0.878 0.476 0.157
H 3.166 2.046 -1.131 0.221
H 1.609 0.335 2.226 0.243
```

Its charge is 0. The HOMO-LUMO gap comes out at 7.5 eV. Its HOMO energy is -0.332 hartree. Its energy above the lowest of the compared OMol25 structures with the same formula, charge and spin is 86.35 kcal/mol.

***

# C6H4F2NO2

An isolated ion of composition C6H4F2NO2 and charge -1 in a non-equilibrium geometry (ωB97M-V with the def2-TZVPD basis set, OMol25).

The geometry in XYZ format:
```
15
Properties=species:S:1:pos:R:3:nbo_charge:R:1
C 0.141 -0.666 0.645 -0.456
C -1.084 0.061 0.872 -0.298
C 0.739 -0.818 -0.767 0.217
C 1.326 0.163 1.530 0.815
C -2.149 0.298 0.125 0.212
C 1.136 0.956 -2.428 0.360
N 0.771 0.042 -1.696 -0.468
O 2.476 -0.224 1.278 -0.742
O 0.885 0.876 2.462 -0.733
F -3.090 1.208 0.387 -0.348
F 0.487 0.935 -3.663 -0.398
H 0.274 -1.564 1.181 0.234
H -0.937 0.698 1.771 0.271
H 1.409 -1.744 -0.909 0.194
H -2.385 -0.220 -0.789 0.140
```

Its charge is -1. The HOMO-LUMO gap (spin up / spin down) comes out at 8.4 / 8.4 eV. Its HOMO energy (spin up / spin down) is -0.176 / -0.176 hartree. Its energy above the lowest of the compared OMol25 structures with the same formula, charge and spin is 71.71 kcal/mol.

***

# C6H4F3NO

A 2-piece molecular cluster, C6H4F3NO overall in a non-equilibrium geometry (ωB97M-V with the def2-TZVPD basis set, OMol25).

The geometry in XYZ format:
```
15
Properties=species:S:1:pos:R:3:nbo_charge:R:1
N 0.578 1.402 1.711 -0.319
C 0.079 0.457 1.306 0.284
C -0.467 -0.715 0.844 0.100
C 0.005 -1.972 0.626 -0.186
C -1.000 -2.643 -0.188 -0.321
C -1.958 -1.712 -0.364 0.135
O -1.677 -0.585 0.242 -0.358
H 0.850 -2.441 0.907 0.226
H -0.945 -3.641 -0.567 0.236
H -2.873 -1.968 -0.902 0.217
F 2.693 2.194 -0.918 -0.331
C 1.506 2.805 -0.703 0.833
F 0.501 1.983 -1.154 -0.354
F 1.433 4.015 -1.314 -0.326
H 1.274 2.820 0.476 0.163
```

The SMILES is N#Cc1ccco1.FC(F)F. Its charge is 0. The HOMO-LUMO gap comes out at 10.1 eV. Its HOMO energy is -0.356 hartree. Its energy above the lowest of the compared OMol25 structures with the same formula, charge and spin is 0.00 kcal/mol.

***

Energy for the records above, in order: -3302.178720; -3134.599934; -635.951607; -660.575250 a.u.